No. 1
{
  "formula": "C26H24FeN4O3S",
  "method": "ωB97M-V/def2-TZVPD",
  "charge": 2,
  "relative_energy_kj_mol": 63.9,
  "orbital_gap_ev": [3.8, 3.9],
  "spin_multiplicity": 1,
  "species": ["Fe", "C", "O", "C", "C", "C", "C", "C", "C", "N", "N", "C", "C", "O", "C", "C", "C", "C", "C", "C", "C", "C", "H", "H", "H", "H", "H", "H", "H", "H", "H", "H", "H", "H", "H", "N", "C", "C", "C", "C", "C", "C", "C", "H", "H", "H", "H", "H", "C", "S", "C", "H", "H", "H", "H", "H", "H", "O", "N"],
  "positions_angstrom": [[0.875, -1.405, -0.543], [0.063, -2.227, -3.466], [0.424, -1.171, -2.547], [0.172, 0.127, -2.923], [-0.148, 0.505, -4.212], [-0.371, 1.849, -4.475], [-0.277, 2.810, -3.467], [0.040, 2.431, -2.184], [0.258, 1.076, -1.895], [0.543, 0.566, -0.629], [0.526, 1.428, 0.316], [0.736, 1.072, 1.599], [1.069, -0.290, 2.069], [1.301, -1.239, 1.278], [1.166, -0.539, 3.475], [0.976, 0.460, 4.356], [0.719, 1.821, 3.942], [0.583, 2.825, 4.886], [0.380, 4.143, 4.486], [0.304, 4.458, 3.134], [0.413, 3.465, 2.180], [0.622, 2.127, 2.563], [-0.974, -2.106, -3.773], [0.729, -2.212, -4.326], [0.185, -3.159, -2.923], [-0.204, -0.217, -5.014], [-0.612, 2.150, -5.486], [-0.452, 3.852, -3.696], [0.126, 3.155, -1.390], [1.380, -1.553, 3.783], [1.029, 0.257, 5.419], [0.639, 2.579, 5.938], [0.287, 4.923, 5.230], [0.166, 5.485, 2.827], [0.346, 3.710, 1.131], [-1.060, -1.782, -0.290], [-2.187, -1.995, -0.252], [-3.592, -2.260, -0.204], [-4.072, -3.450, -0.756], [-5.431, -3.699, -0.723], [-6.292, -2.774, -0.145], [-5.805, -1.595, 0.407], [-4.449, -1.328, 0.382], [-3.389, -4.163, -1.196], [-5.821, -4.615, -1.145], [-7.355, -2.975, -0.121], [-6.485, -0.884, 0.856], [-4.055, -0.416, 0.809], [4.557, -1.244, 0.703], [3.654, 0.126, -0.049], [4.912, 0.715, -1.198], [5.384, -0.869, 1.302], [4.943, -1.911, -0.068], [3.870, -1.788, 1.348], [5.291, -0.109, -1.799], [5.729, 1.174, -0.646], [4.455, 1.459, -1.846], [2.376, -3.823, -0.290], [1.803, -2.951, -0.738]],
  "mulliken_charge": [-0.11, -1.09, -0.16, 0.74, -0.72, -0.67, -0.96, -0.57, 0.56, 1.08, -0.55, 0.58, 0.45, -0.46, -1.06, -0.88, 0.76, -0.87, -0.56, -0.88, -0.24, 0.72, 0.44, 0.35, 0.37, 0.49, 0.44, 0.45, 0.48, 0.56, 0.43, 0.45, 0.42, 0.45, 0.45, -0.28, 0.82, 0.33, -0.39, -0.69, -0.34, -0.67, -0.41, 0.45, 0.41, 0.42, 0.41, 0.48, -1.04, 0.36, -1.09, 0.42, 0.34, 0.27, 0.34, 0.37, 0.36, -0.16, 0.39]
}



No. 2
{
  "formula": "C26H24IrN2O6S2",
  "method": "ωB97M-V/def2-TZVPD",
  "s_squared": 8.84,
  "charge": -2,
  "orbital_gap_ev": [3.4, 5.7],
  "spin_multiplicity": 6,
  "species": ["Ir", "O", "C", "O", "C", "O", "O", "C", "C", "S", "C", "C", "S", "H", "H", "H", "H", "H", "H", "C", "O", "C", "C", "C", "C", "C", "C", "N", "C", "C", "C", "C", "C", "C", "C", "O", "H", "H", "H", "H", "H", "H", "H", "H", "H", "H", "H", "H", "H", "N", "C", "C", "C", "C", "C", "C", "H", "H", "H", "H", "H"],
  "positions_angstrom": [[-2.814, -12.266, 12.033], [0.723, -13.098, 10.312], [-0.485, -12.820, 10.471], [-1.539, -13.424, 11.017], [-0.916, -11.447, 10.051], [-0.371, -10.965, 9.020], [-1.697, -10.965, 10.996], [-5.762, -11.344, 15.351], [-4.738, -11.878, 14.396], [-4.127, -10.850, 13.169], [-4.484, -13.293, 14.452], [-5.182, -13.994, 15.556], [-3.408, -14.071, 13.377], [-5.739, -10.240, 15.296], [-5.533, -11.620, 16.365], [-6.781, -11.620, 15.078], [-5.212, -13.409, 16.481], [-4.653, -14.925, 15.780], [-6.212, -14.255, 15.222], [-0.941, -7.614, 9.604], [-0.800, -7.868, 11.026], [0.228, -8.651, 11.409], [1.300, -9.057, 10.596], [2.403, -9.705, 11.174], [2.379, -10.042, 12.550], [1.271, -9.698, 13.356], [0.198, -9.071, 12.767], [-1.008, -8.776, 13.408], [-1.606, -9.218, 14.503], [-1.499, -10.470, 15.192], [-1.675, -10.458, 16.581], [-1.751, -11.639, 17.322], [-1.295, -12.839, 16.733], [-0.927, -12.847, 15.408], [-1.301, -11.755, 14.627], [-1.243, -11.941, 13.307], [-1.936, -7.197, 9.483], [-0.846, -8.550, 9.039], [-0.181, -6.868, 9.291], [1.223, -8.842, 9.509], [3.279, -9.943, 10.570], [3.197, -10.557, 13.037], [1.247, -9.900, 14.441], [-1.487, -7.986, 12.943], [-2.233, -8.468, 15.007], [-1.741, -9.520, 17.118], [-2.148, -11.645, 18.315], [-1.190, -13.739, 17.324], [-0.416, -13.658, 14.903], [-4.004, -12.619, 10.682], [-5.076, -12.373, 10.016], [-5.424, -13.210, 8.871], [-6.711, -13.184, 8.376], [-7.671, -12.357, 8.947], [-7.303, -11.424, 9.926], [-5.995, -11.350, 10.376], [-4.656, -13.871, 8.490], [-7.004, -13.770, 7.535], [-8.713, -12.453, 8.690], [-8.038, -10.708, 10.282], [-5.652, -10.613, 11.127]],
  "mulliken_charge": [2.49, -0.73, 0.55, -0.89, 0.71, -0.77, -0.97, -1.78, 0.79, -0.87, 0.84, -1.47, -0.57, 0.40, 0.39, 0.31, 0.29, 0.37, 0.28, -0.82, -0.48, 0.65, -0.06, -0.79, -0.54, -0.36, 0.05, 0.26, -1.42, 1.88, -1.11, -0.75, -0.36, -0.39, 0.02, -0.74, 0.27, 0.30, 0.32, 0.21, 0.28, 0.35, 0.39, 0.27, 0.10, 0.35, 0.37, 0.36, 0.40, -0.53, 0.56, -0.62, -0.36, -0.41, -0.73, -0.11, 0.42, 0.36, 0.35, 0.34, 0.33]
}



No. 3
{
  "formula": "C26H24N2O5S2",
  "method": "ωB97M-V/def2-TZVPD",
  "relative_energy_kj_mol": 0.0,
  "orbital_gap_ev": 8.6,
  "spin_multiplicity": 1,
  "species": ["C", "C", "C", "C", "C", "C", "C", "H", "H", "S", "O", "O", "N", "C", "C", "C", "C", "C", "C", "H", "H", "N", "C", "C", "C", "O", "C", "C", "H", "C", "H", "H", "H", "H", "H", "S", "O", "O", "C", "C", "C", "C", "C", "C", "H", "H", "C", "H", "H", "H", "H", "H", "H", "H", "H", "H", "H", "H", "H"],
  "positions_angstrom": [[-1.477, 5.284, 2.635], [-0.180, 4.603, 2.330], [0.240, 3.513, 3.087], [1.445, 2.889, 2.819], [2.232, 3.361, 1.787], [1.840, 4.443, 1.025], [0.637, 5.065, 1.302], [0.324, 5.915, 0.713], [2.488, 4.792, 0.236], [3.726, 2.498, 1.329], [4.082, 1.561, 2.350], [4.719, 3.418, 0.862], [3.233, 1.660, -0.051], [2.008, 0.992, -0.049], [1.124, 1.130, -1.110], [-0.076, 0.436, -1.055], [-0.387, -0.368, 0.060], [0.489, -0.496, 1.124], [1.689, 0.184, 1.051], [2.413, 0.104, 1.845], [0.236, -1.089, 1.986], [-1.642, -0.942, -0.138], [-2.111, -0.517, -1.355], [-1.203, 0.336, -1.944], [-1.430, 0.997, -3.216], [-0.632, 1.738, -3.751], [-2.799, 0.708, -3.814], [-3.313, -0.689, -3.474], [-4.292, -0.842, -3.931], [-3.415, -0.883, -1.959], [-3.694, -1.904, -1.699], [-4.191, -0.226, -1.552], [-2.629, -1.432, -3.890], [-2.745, 0.855, -4.894], [-3.484, 1.461, -3.412], [-2.105, -2.293, 0.802], [-2.069, -1.907, 2.175], [-3.334, -2.785, 0.261], [-0.767, -3.410, 0.429], [-0.540, -3.751, -0.890], [0.511, -4.596, -1.195], [1.332, -5.101, -0.190], [1.075, -4.746, 1.131], [0.027, -3.901, 1.445], [-0.189, -3.617, 2.463], [1.704, -5.136, 1.918], [2.486, -5.993, -0.520], [2.375, -6.429, -1.509], [2.578, -6.792, 0.213], [3.411, -5.418, -0.503], [0.699, -4.867, -2.223], [-1.184, -3.358, -1.661], [1.352, 1.751, -1.962], [3.414, 2.202, -0.883], [1.789, 2.049, 3.400], [-0.384, 3.150, 3.889], [-2.205, 4.576, 3.024], [-1.320, 6.053, 3.392], [-1.884, 5.763, 1.748]],
  "mulliken_charge": [-1.49, 0.91, -0.77, -0.17, 0.22, -0.57, -0.77, 0.39, 0.44, 1.12, -0.65, -0.71, -0.26, 0.18, -0.53, -0.50, -0.34, -0.33, -0.83, 0.83, 0.59, -0.03, -0.49, 0.82, 0.93, -0.65, -0.88, -0.82, 0.35, -0.51, 0.33, 0.28, 0.31, 0.40, 0.29, 1.37, -0.64, -0.75, 0.21, -0.42, -1.02, 0.96, -0.80, -0.18, 0.53, 0.40, -1.50, 0.36, 0.40, 0.30, 0.36, 0.45, 0.56, 0.35, 0.49, 0.41, 0.37, 0.30, 0.38]
}



No. 4
{
  "formula": "C26H24N3O2PtS2",
  "method": "ωB97M-V/def2-TZVPD",
  "charge": 1,
  "relative_energy_kj_mol": 29.5,
  "orbital_gap_ev": 7.1,
  "spin_multiplicity": 1,
  "species": ["Pt", "C", "N", "C", "C", "N", "C", "C", "C", "C", "C", "C", "C", "S", "C", "C", "C", "C", "C", "C", "S", "H", "H", "H", "H", "H", "H", "H", "H", "H", "H", "H", "H", "H", "H", "H", "H", "H", "H", "O", "C", "O", "C", "C", "C", "C", "C", "C", "C", "C", "C", "N", "H", "H", "H", "H", "H", "H"],
  "positions_angstrom": [[-0.073, 0.662, 0.362], [-2.371, 2.304, 1.221], [-1.980, 1.435, 0.063], [-2.920, 0.293, -0.069], [-2.731, -0.681, 1.073], [-1.294, -1.092, 1.194], [-0.965, -1.334, 2.624], [-1.081, -2.315, 0.402], [-1.521, -3.553, 0.861], [-1.344, -4.681, 0.081], [-0.737, -4.571, -1.165], [-0.323, -3.340, -1.631], [-0.507, -2.196, -0.850], [-0.033, -0.653, -1.552], [-1.957, 2.307, -1.133], [-3.094, 2.533, -1.890], [-3.044, 3.442, -2.937], [-1.868, 4.125, -3.211], [-0.730, 3.889, -2.457], [-0.769, 2.973, -1.413], [0.674, 2.657, -0.444], [-3.361, 2.711, 1.015], [-1.644, 3.105, 1.314], [-2.371, 1.734, 2.143], [-2.711, -0.195, -1.021], [-3.950, 0.654, -0.074], [-3.333, -1.562, 0.851], [-3.071, -0.288, 2.029], [-1.629, -2.087, 3.046], [-1.070, -0.412, 3.184], [0.061, -1.690, 2.694], [-2.003, -3.645, 1.824], [-1.677, -5.644, 0.444], [-0.586, -5.452, -1.774], [0.143, -3.249, -2.604], [-4.022, 2.019, -1.683], [-3.927, 3.613, -3.537], [-1.831, 4.833, -4.027], [0.196, 4.402, -2.684], [1.178, 0.922, 4.148], [1.066, 0.913, 2.949], [0.036, 1.381, 2.292], [2.159, 0.317, 2.081], [3.367, -0.045, 2.676], [4.381, -0.474, 1.870], [4.217, -0.449, 0.471], [5.295, -0.781, -0.386], [5.166, -0.663, -1.736], [3.953, -0.187, -2.276], [2.884, 0.114, -1.481], [2.978, -0.037, -0.081], [1.933, 0.246, 0.774], [3.440, 0.031, 3.751], [5.328, -0.795, 2.285], [6.224, -1.109, 0.061], [5.991, -0.906, -2.392], [3.865, -0.045, -3.345], [1.991, 0.515, -1.929]],
  "mulliken_charge": [2.04, -1.13, 0.36, -1.05, -0.97, 0.47, -1.53, -0.57, -0.41, -0.93, -0.66, -0.91, 1.25, -0.66, 0.09, -0.41, -0.94, -0.64, -0.77, 0.88, -0.40, 0.36, 0.41, 0.35, 0.47, 0.60, 0.48, 0.67, 0.50, 0.43, 0.37, 0.37, 0.42, 0.41, 0.45, 0.36, 0.42, 0.41, 0.48, -0.64, -0.05, -0.77, 0.97, -1.00, -0.64, 1.06, -0.85, -0.64, -0.95, -0.62, 0.72, 0.71, 0.60, 0.46, 0.40, 0.42, 0.45, 0.26]
}



Number 1: strongest force on any atom 0.0562 hartree/bohr. Number 2: strongest force on any atom 0.1212 hartree/bohr. Number 3: strongest force on any atom 0.0210 hartree/bohr. Number 4: strongest force on any atom 0.0193 hartree/bohr.